# 1
Below is 3 unconnected molecules or ions with the total composition C3H8O, with properties calculated with ωB97M-V/def2-TZVPD.

Structure (XYZ):
```
12
Properties=species:S:1:pos:R:3:forces:R:3:nbo_charge:R:1
C -1.69030 0.12279 -0.30126 0.0634 -0.0763 -0.1597 -0.400
C -1.02000 -0.50513 -1.26212 -0.0956 0.0839 0.1119 -0.394
O 1.66857 1.24132 -0.74836 0.2023 -0.3499 0.4017 -0.506
C 2.00393 0.43132 0.07882 -0.0798 0.2583 -0.2492 0.281
H -2.56245 -0.31762 0.17702 0.1296 0.0450 -0.0868 0.194
H -0.12483 -0.32841 1.87673 0.0462 -0.0104 0.1006 0.003
H -1.39382 1.11347 0.03700 -0.0236 -0.1483 -0.0582 0.198
H -0.15206 -0.04379 -1.72815 -0.1614 -0.0784 0.0590 0.211
H -1.31588 -1.49068 -1.61452 0.0166 0.1403 0.0726 0.191
H 0.25396 -0.30115 2.51804 -0.0366 0.0003 -0.0414 -0.005
H 1.64785 -0.61647 0.05522 0.0051 0.1217 -0.0529 0.116
H 2.68502 0.69436 0.91159 -0.0660 0.0138 -0.0976 0.111
```
Forces are in eV/Å.

Values from the calculation:
HOMO-LUMO gap in eV: 10.95
Max |F| in eV/Å: 0.6
Energy relative to the best compared isomer or geometry (same formula, charge and spin) in kJ/mol: 253.12
Energy in eV: -5285.5270
Spin multiplicity: 1



# 2
Below is C5H7NO in the gas phase, with properties calculated with ωB97M-V/def2-TZVPD.

Structure (XYZ):
```
14
Properties=species:S:1:pos:R:3:forces:R:3:nbo_charge:R:1
C -1.85670 0.02455 -0.29436 0.0684 0.0931 -0.0511 -0.635
C -0.57129 -0.63521 0.27452 0.3082 0.0660 -0.0366 -0.417
C 0.80333 0.05074 -0.08774 -0.4945 -0.0203 0.1059 0.111
C 2.04567 -0.14431 0.69585 -0.0952 0.0806 0.2221 -0.079
O 1.85445 -0.78497 -0.55087 -0.2021 -0.1653 -0.1477 -0.455
C 0.55778 1.26947 -0.85064 -0.5081 0.6544 -0.3446 0.271
N -0.01873 2.11810 -1.38598 1.2162 -0.2979 0.2578 -0.309
H -1.60130 0.93632 -0.83665 -0.3399 -0.2526 0.1277 0.239
H -2.56079 0.33147 0.48792 0.2135 -0.2808 -0.0637 0.215
H -2.38937 -0.61005 -1.01339 0.2067 -0.0435 0.3231 0.217
H -0.63472 -0.69667 1.36757 0.0812 0.0070 -0.2386 0.219
H -0.46592 -1.65570 -0.10704 -0.0097 0.1198 0.1175 0.235
H 2.85991 0.58523 0.72719 -0.4224 -0.0078 -0.0927 0.198
H 1.97769 -0.78897 1.57360 -0.0223 0.0475 -0.1791 0.188
```
Forces are in eV/Å.

Values from the calculation:
HOMO-LUMO gap in eV: 11.97
Max |F| in eV/Å: 1.3
Energy relative to the best compared isomer or geometry (same formula, charge and spin) in kJ/mol: 220.33
Energy in eV: -8833.9193
Spin multiplicity: 1



# 3
Below is 6 unconnected molecules or ions with the total composition C16H44O6, with properties calculated with ωB97M-V/def2-TZVPD.

Structure (XYZ):
```
66
Properties=species:S:1:pos:R:3:forces:R:3:nbo_charge:R:1
C -5.71984 -8.86472 -23.05788 0.2896 1.5664 0.7741 -0.625
C -6.73652 -9.90541 -23.26681 0.0280 0.4389 0.4567 0.082
C -6.26631 -10.88186 -24.30048 -0.2746 -1.1845 0.0997 -0.644
O -7.12218 -10.48909 -21.96301 0.6176 0.1809 -1.6767 -0.753
H -4.75481 -9.17259 -22.65534 -0.0578 -0.2259 -0.1333 0.210
H -6.17240 -8.13781 -22.38344 0.3986 0.2681 0.2578 0.217
H -5.59813 -8.32740 -23.99840 0.2919 -0.0691 -0.0194 0.220
H -7.59817 -9.32680 -23.59978 -0.3942 -0.4023 -0.3274 0.168
H -5.75540 -10.44689 -25.15947 -0.5341 0.4456 -0.0293 0.230
H -7.13245 -11.46485 -24.61357 0.2435 -0.3283 -0.3967 0.207
H -5.49868 -11.54700 -23.90496 -0.1627 -0.1914 0.3774 0.221
H -7.74800 -11.15685 -22.25291 -0.2972 -0.3806 0.5241 0.474
C -6.57551 -15.81791 -17.75351 0.4785 0.4698 -1.1242 -0.625
C -5.26493 -15.15381 -18.22573 -1.0324 -0.7222 0.1731 0.101
C -5.52777 -14.03414 -19.17505 -0.4111 0.8697 -0.2912 -0.635
O -4.57590 -14.73049 -17.11690 1.3546 0.4227 1.2013 -0.730
H -7.22068 -15.11750 -17.22316 0.2273 0.3246 0.0383 0.200
H -6.40772 -16.65890 -17.08068 -0.0307 -0.2199 -0.4898 0.218
H -7.05745 -16.00265 -18.71357 -0.6123 -0.9658 0.2880 0.194
H -4.61100 -15.83339 -18.77222 -0.1026 -0.6129 0.2134 0.157
H -6.30389 -13.37647 -18.78362 -0.1006 0.1582 0.1496 0.196
H -5.88391 -14.37267 -20.14801 0.1894 -0.0824 -0.0903 0.205
H -4.62758 -13.42690 -19.26999 0.0070 -0.0767 -0.2950 0.222
H -4.80549 -13.81777 -16.92761 0.0577 0.4425 0.3226 0.488
C -6.19283 -10.07931 -15.85568 -0.6791 0.5706 -0.1153 -0.622
C -4.96092 -10.81542 -15.47029 -0.6621 -0.5687 1.1672 0.102
C -5.23452 -11.66564 -14.19268 0.5217 -0.1285 -0.3527 -0.628
O -4.64603 -11.74005 -16.46350 0.9428 -1.4561 -0.2031 -0.769
H -5.94773 -9.46726 -16.72368 -0.2884 0.2338 0.0048 0.206
H -6.50948 -9.46162 -15.01528 -0.1413 0.2529 -0.1649 0.208
H -7.00390 -10.75537 -16.12627 -0.0260 -0.0946 0.0393 0.203
H -4.20699 -10.03471 -15.36945 0.6161 -0.3036 0.3939 0.157
H -5.55391 -11.12174 -13.30371 -0.1974 0.3286 -0.2957 0.206
H -4.40572 -12.28620 -13.85193 0.4530 0.2467 -0.3228 0.217
H -5.98084 -12.40933 -14.47201 -0.3529 0.1927 0.0318 0.209
H -4.67721 -11.40735 -17.36347 -0.3478 0.5666 -0.1785 0.503
C -8.31490 -9.64518 -19.06595 0.2803 0.1064 0.7757 -0.645
C -9.07012 -8.42374 -19.65460 0.4799 -2.5995 1.3383 0.100
C -9.44822 -7.42248 -18.59591 -0.8208 -0.4346 -0.0225 -0.629
O -8.16561 -7.87639 -20.55893 0.0094 1.2342 -0.8708 -0.731
H -8.11308 -10.36397 -19.86012 0.1023 0.1251 -0.0612 0.199
H -8.75497 -10.22771 -18.25656 -0.6451 0.2701 0.0095 0.213
H -7.37928 -9.28601 -18.63735 0.2491 -0.0059 -0.1783 0.208
H -9.91111 -8.94593 -20.11083 -0.6485 0.8329 -0.5378 0.148
H -10.14782 -7.84945 -17.87733 0.2438 -0.5631 0.1595 0.213
H -10.08735 -6.63461 -18.99450 0.7890 0.5908 -0.2048 0.220
H -8.54186 -7.14789 -18.05629 -0.1886 0.6169 -0.1344 0.218
H -7.76013 -8.59330 -21.05212 0.0133 -0.2764 -0.0914 0.481
C -3.35377 -5.53090 -19.85189 -0.4028 2.9052 -1.0205 -0.636
C -3.07630 -6.61336 -18.95772 2.4323 -2.8037 0.6874 0.087
C -1.73453 -7.30978 -19.40568 -2.0394 -1.5529 0.1784 -0.647
O -2.85552 -6.32315 -17.57896 -0.7093 0.8105 -0.2291 -0.705
H -3.42419 -5.79581 -20.90686 -0.4863 -0.5938 0.1369 0.223
H -2.54098 -4.80671 -19.90703 0.0061 0.4428 0.4992 0.198
H -4.28207 -5.09177 -19.48649 0.0064 0.6379 -0.5024 0.221
H -3.99986 -7.19118 -18.99319 0.5012 -0.9052 0.2826 0.178
H -1.55497 -8.17863 -18.77248 0.2462 0.2942 0.5589 0.218
H -0.88338 -6.62968 -19.37234 -0.1600 0.0105 -0.2969 0.207
H -1.90783 -7.83505 -20.34492 0.4404 0.6455 -0.6501 0.205
H -2.06303 -5.78135 -17.58227 0.1468 0.1910 0.3939 0.454
C -4.17849 -10.15026 -19.74121 -0.2666 0.1492 -1.2064 -0.250
O -5.20501 -10.85079 -19.07277 0.3471 0.0842 0.6310 -0.754
H -4.34518 -9.07326 -19.76063 -0.0274 0.0962 0.2946 0.163
H -3.18230 -10.35250 -19.34775 -0.2685 -0.2292 0.2595 0.190
H -4.23815 -10.46876 -20.78193 0.5692 0.0002 -0.2125 0.167
H -5.97770 -10.82256 -19.64176 -0.2115 -0.0458 0.0069 0.497
```
Forces are in eV/Å.

Values from the calculation:
HOMO-LUMO gap in eV: 9.66
Max |F| in eV/Å: 3.8
Energy relative to the best compared isomer or geometry (same formula, charge and spin) in kJ/mol: 173.70
Energy in eV: -29588.4717
Spin multiplicity: 1



# 4
Below is 7 unconnected molecules or ions with the total composition C11H31ClN6O12P, with properties calculated with ωB97M-V/def2-TZVPD.

Structure (XYZ):
```
62
Properties=species:S:1:pos:R:3:forces:R:3:nbo_charge:R:1
C 2.75720 -1.44768 2.10254 0.5378 0.7908 -0.4904 -0.641
C 4.08033 -0.96655 1.34075 -0.3538 -0.5286 -0.0455 -0.237
C 5.29624 -1.90134 1.67330 -0.6185 -0.4411 -0.4747 -0.627
C 4.36014 0.56812 1.51491 -0.0093 -0.6720 -0.3880 -0.430
C 5.23690 0.93191 2.76517 -0.2721 0.6702 -0.6346 -0.728
P 4.54083 0.34866 4.37789 1.8667 0.6842 0.2355 0.985
Cl 6.12559 0.31557 5.74105 -1.6774 -0.0820 -1.2003 -0.148
H 2.93406 -2.35847 2.71754 -0.2108 0.6922 -0.2878 0.216
H 1.97946 -1.66759 1.33914 0.4727 0.0170 0.6596 0.252
H 2.36222 -0.58862 2.70255 0.0658 -0.7960 -0.1648 0.185
H 3.85215 -1.12089 0.25808 0.2578 0.2384 0.8187 0.244
H 4.88900 -2.94075 1.75061 0.4560 0.7688 -0.0187 0.231
H 6.03062 -1.93215 0.83279 -0.3486 0.2691 0.8376 0.238
H 5.80575 -1.68421 2.63966 -0.2126 -0.0749 -0.6202 0.176
H 3.39508 1.12154 1.48862 0.6976 -0.3332 0.1599 0.262
H 4.93216 0.90267 0.61523 -0.2635 -0.0643 0.8156 0.252
H 5.27756 2.05064 2.82399 -0.0678 -0.8448 0.3276 0.288
H 6.29286 0.60291 2.61370 -0.8822 -0.1196 0.5593 0.292
H 3.62115 1.31102 4.90055 0.2970 -0.6367 -0.2557 0.084
H 3.94694 -0.93809 4.34744 0.2638 0.4862 0.1273 0.089
C -0.81101 0.42346 0.33266 0.4064 0.1684 -0.0577 -0.487
N 0.66812 0.55099 0.22755 -0.4574 0.0472 -0.0347 0.543
O 1.23839 -0.16437 -0.56963 0.2640 0.0815 0.0999 -0.382
O 1.20952 1.36491 0.95229 0.2366 -0.0209 0.0512 -0.414
H -1.14065 -0.32529 -0.36090 0.2604 0.0025 -0.0765 0.260
H -1.04269 0.13586 1.35548 0.0012 0.1154 -0.0237 0.237
H -1.23838 1.39373 0.08887 0.0232 -0.0121 0.1368 0.241
C -5.10955 -1.32993 -1.02626 -0.3643 -0.0780 -0.1089 -0.495
N -3.70629 -0.86869 -1.16358 -0.4700 -0.1244 0.0432 0.552
O -3.35347 -0.44346 -2.24129 0.2714 0.1004 -0.0669 -0.379
O -2.99706 -0.94730 -0.17922 -0.5520 -0.3218 -0.0983 -0.406
H -5.61488 -1.19981 -1.97833 0.1365 0.0198 0.0117 0.238
H -5.08307 -2.37954 -0.74258 0.0502 0.0776 0.0891 0.240
H -5.57724 -0.72372 -0.25358 0.0998 -0.0904 0.0594 0.264
C -6.11692 3.41590 -0.71584 -0.0931 0.2734 -0.1363 -0.486
N -6.37485 2.05884 -0.17064 -0.1807 0.2216 -0.1100 0.539
O -7.47486 1.58762 -0.33613 -0.0249 -0.1933 0.0231 -0.350
O -5.45606 1.51104 0.40788 0.1883 -0.0881 0.0433 -0.411
H -7.02013 3.77317 -1.20009 0.0171 -0.1082 0.0555 0.240
H -5.84471 4.05743 0.11876 0.1041 -0.0771 -0.0429 0.239
H -5.30150 3.33189 -1.43031 0.0409 0.0043 0.1245 0.237
C 3.21141 1.44094 8.35024 0.3263 -0.0375 -0.0877 -0.490
N 1.84217 1.97606 8.14611 -0.0427 0.0451 0.0127 0.530
O 1.70197 2.84277 7.30683 0.0068 0.0439 -0.2157 -0.386
O 0.96527 1.50694 8.82926 -0.0521 -0.0464 0.0512 -0.345
H 3.88805 1.95298 7.67186 -0.0767 0.0740 0.0778 0.213
H 3.49005 1.62561 9.38462 -0.0527 -0.1264 -0.0206 0.254
H 3.18026 0.37451 8.13649 -0.0515 0.0000 0.2021 0.226
C -0.60785 -1.67394 -4.21172 0.1141 -0.0275 0.3289 -0.492
N -1.22580 -2.04699 -5.50837 0.0583 -0.1507 0.1635 0.542
O -1.34898 -3.22457 -5.75277 -0.0513 -0.0857 -0.1149 -0.357
O -1.56651 -1.13712 -6.23457 0.0887 0.1216 0.1176 -0.398
H -0.35662 -2.58151 -3.67171 -0.0455 -0.0013 -0.1204 0.228
H 0.28538 -1.09307 -4.42860 -0.1146 0.0750 -0.0148 0.235
H -1.33688 -1.08424 -3.65969 0.0602 0.0799 -0.0901 0.247
C -2.78222 -0.91402 -9.08602 0.2898 0.1084 -0.0649 -0.498
N -4.15269 -0.36022 -9.22633 0.1691 -0.0177 -0.1273 0.537
O -4.32541 0.51148 -10.05051 -0.1167 0.1131 -0.0371 -0.377
O -5.00681 -0.82126 -8.50073 -0.1212 -0.0232 0.0872 -0.386
H -2.13005 -0.41042 -9.79323 -0.1405 0.0102 -0.0166 0.223
H -2.45865 -0.73452 -8.06235 -0.1627 -0.1992 -0.2319 0.258
H -2.83507 -1.97885 -9.29942 -0.0413 0.0228 0.1592 0.233
```
Forces are in eV/Å.

Values from the calculation:
HOMO-LUMO gap in eV: 7.30
Max |F| in eV/Å: 2.1
Charge: +1
Energy in eV: -67207.4712
Spin multiplicity: 1



Q: HOMO-LUMO gap of number 3 (C16H44O6)?
A: 9.66 eV